Record 1
Density functional theory data (ωB97M-V/def2-TZVPD) for C26H31NO5PSV as an isolated structure in a non-equilibrium geometry.

Geometry (Å):
C 4.834 1.843 1.102
H 6.044 3.194 2.236
H -3.506 -1.680 -2.833
C 0.027 1.651 -2.634
H 0.089 3.230 -1.166
H -1.544 -5.410 -3.528
C 0.780 1.182 -3.873
H -3.179 -0.409 4.518
H 1.825 3.532 2.819
C 3.541 1.433 0.806
H 3.118 -1.136 1.787
P -2.195 -0.788 -0.269
H 3.313 5.230 3.737
C -2.796 -2.431 -2.514
H -3.149 -3.667 -4.227
C 4.192 4.594 3.635
H -3.921 0.889 -0.207
H -2.101 0.250 2.393
H -1.870 0.854 -3.299
O 0.859 -2.304 2.897
H 1.825 1.007 -3.627
H -0.640 -3.164 -0.003
C -4.047 -2.191 3.699
C -3.721 0.045 -0.866
H 1.449 1.714 1.195
H -1.594 2.552 -3.727
C -3.599 -2.609 1.373
H 0.713 1.946 -4.647
H 5.035 5.216 3.334
C 2.327 -1.538 1.147
H -2.000 2.123 -2.054
S 3.345 0.189 -0.465
H -4.550 -0.660 -0.800
C -3.306 -1.020 3.634
C 0.593 2.964 -2.099
C -1.180 -3.262 -0.940
C 1.026 -1.583 1.950
C -2.709 -0.645 2.442
N 2.084 -0.706 -0.034
H -0.289 -5.151 -1.412
C -4.188 -2.986 2.571
C -2.596 -3.557 -3.303
C 2.671 3.063 2.331
H 4.422 4.175 4.617
C 2.458 2.039 1.420
O 3.027 0.898 -1.677
O 4.554 -0.590 -0.439
C 5.035 2.871 2.008
V 0.230 -0.203 -0.257
H -3.707 -3.236 0.497
H 1.658 2.849 -1.908
C -2.089 -2.273 -1.327
H -4.756 -3.906 2.623
H 0.435 3.763 -2.823
H -4.507 -2.490 4.632
C -1.460 1.804 -2.947
C 3.958 3.494 2.635
H 0.341 0.257 -4.251
O 0.111 -0.764 1.442
C -1.694 -4.533 -2.911
H -3.618 0.412 -1.884
O 0.164 0.663 -1.615
C -0.988 -4.387 -1.723
C -2.859 -1.433 1.303
H 2.616 -2.557 0.884
H 5.663 1.345 0.619

HOMO level (spin up / spin down), eV: -8.2028 / -9.0522
Expectation value of S²: 2.013
E_tot, eV: -85005.64627
Charge: 0
Kohn-Sham gap (spin up / spin down), eV: 8.57 / 9.14
Spin multiplicity: 3



Record 2
Density functional theory data (ωB97M-V/def2-TZVPD) for C26H32AlBClN2O4 as an isolated structure in a non-equilibrium geometry.

Geometry (Å):
H 0.104 -0.190 -5.533
C -1.651 -2.689 -2.018
H 1.690 -4.713 -0.656
C -1.269 0.106 6.818
C -1.190 -0.734 5.704
O -0.331 -4.320 -0.832
C -1.446 1.014 -2.798
H -1.811 -3.548 -2.668
H 3.129 -3.170 1.051
C -0.321 2.303 -4.648
H -2.390 -0.219 -1.315
H -2.572 2.121 -1.349
H 2.614 2.561 1.720
H 2.886 -2.514 -0.588
H 0.706 -5.112 0.778
C 1.718 2.087 1.309
H -1.237 -1.815 5.805
H 2.621 -1.494 0.817
H -1.125 3.037 -4.722
C -1.035 -0.160 4.457
H 0.217 -2.497 -5.605
H 0.062 2.128 -5.653
N 0.228 -2.179 -0.457
B -0.575 0.284 2.357
H 2.283 2.897 -1.968
C 0.872 -4.380 -0.010
H -1.988 3.109 -2.676
O -0.447 3.970 -0.882
H 0.111 4.129 1.104
O -0.796 1.542 2.991
H -0.974 3.139 5.253
H 1.207 4.916 -0.067
C -0.968 1.223 4.290
H -0.977 -3.447 -4.726
C 0.501 -2.776 1.895
H 1.936 1.025 1.178
C -1.398 -1.429 -2.788
C -0.719 -1.423 -4.002
H -1.243 2.142 7.536
C 2.576 2.858 -0.918
H 0.485 2.762 -4.069
H 3.244 2.008 -0.791
H -2.554 -2.583 -1.407
C -1.759 -0.212 -2.198
C 0.602 4.034 0.130
C -0.576 2.682 -1.201
C 2.512 -2.508 0.436
H 3.112 3.778 -0.673
H -1.382 -0.331 7.810
O -0.898 -0.784 3.291
H 0.556 -1.738 2.210
C -1.192 1.496 6.659
C -1.729 2.270 -2.031
C -0.446 -0.197 -4.598
H 1.063 -3.388 2.605
C -0.202 -2.687 -4.617
C -0.547 -3.029 -1.092
C 1.067 -2.952 0.501
C 1.358 2.712 -0.017
H 0.594 -3.114 -4.003
C -1.043 2.062 5.383
N 0.348 1.881 -0.723
H -0.550 -3.069 1.938
C -0.770 1.024 -4.014
Al 0.255 -0.150 -0.657
Cl -1.450 0.074 0.920
H 0.903 2.179 2.023

HOMO level (spin up / spin down), eV: -1.0939 / -0.6555
E_tot, eV: -58447.84617
Charge: -1
Kohn-Sham gap (spin up / spin down), eV: 3.91 / 3.50



Record 3
Density functional theory data (ωB97M-V/def2-TZVPD) for C26H32AsNO5S2TeZr as an isolated structure in a non-equilibrium geometry.

Geometry (Å):
H 1.652 4.397 -2.706
H 0.420 2.602 -3.868
C -4.607 -1.750 -0.485
C 1.779 2.002 -0.328
H -2.839 2.136 4.333
H 4.565 -0.371 2.483
H -2.615 5.090 3.434
O 0.908 -0.589 4.326
O -3.038 0.272 1.227
O 0.776 0.799 2.245
C -4.390 -4.075 -1.066
C -3.590 2.050 3.554
C -0.125 0.140 -3.088
C 5.261 -1.539 0.297
C 4.557 -2.550 -1.741
H 2.893 -0.919 2.431
O -0.662 -1.020 2.431
C -5.174 -2.943 -0.905
C -3.320 4.887 2.629
H 2.132 -1.779 -3.299
C 6.983 -2.698 -1.141
H 2.520 4.009 -0.419
H -3.747 1.007 3.306
H 7.667 -2.427 -0.339
S -1.174 3.276 0.927
H -1.390 -2.765 -0.240
H 3.348 0.608 1.674
C -2.566 -0.429 0.172
C -3.025 -4.014 -0.824
C 3.674 -0.415 1.861
C 3.961 -1.134 0.570
H -0.456 -0.687 -2.467
Te 0.873 -0.899 0.023
H -4.355 3.701 -0.054
H 2.160 1.853 0.670
H 7.007 -3.781 -1.266
C -4.501 2.923 0.692
H -0.999 0.577 -3.570
H -5.225 -0.871 -0.353
C 1.980 3.229 -0.940
H 7.341 -2.252 -2.070
C 3.244 -2.166 -1.509
As -3.042 3.061 1.974
C 2.199 -2.546 -2.528
H -2.404 -4.891 -0.948
H -4.339 5.019 2.986
N -1.465 0.004 -0.346
O -1.002 0.907 3.666
C -3.239 -1.683 -0.251
H 1.214 -2.650 -2.068
C -2.450 -2.818 -0.433
Zr -1.147 0.849 1.490
S 0.088 -0.055 3.317
C 5.581 -2.244 -0.853
C 2.950 -1.426 -0.354
H -4.518 2.517 3.880
H 0.518 -0.245 -3.880
H -3.119 5.566 1.803
H 4.783 -3.115 -2.639
C 1.104 0.978 -0.993
H -4.844 -5.006 -1.378
C 1.495 3.444 -2.219
H 6.036 -1.308 1.019
C 0.605 1.185 -2.287
H -4.489 1.945 0.222
H -5.447 3.078 1.208
H -6.235 -2.994 -1.113
H 2.457 -3.487 -3.010
C 0.810 2.433 -2.871

HOMO level (spin up / spin down), eV: -11.3580 / -11.3590
Expectation value of S²: 0.755
E_tot, eV: -130286.08410
ΔE to the lowest compared entry with this formula, charge and spin, kcal/mol: 55.1
Charge: +1
Kohn-Sham gap (spin up / spin down), eV: 7.55 / 6.09
Spin multiplicity: 2



Record 4
Density functional theory data (ωB97M-V/def2-TZVPD) for C26H32BF4MoN5S4 as an isolated structure.

Geometry (Å):
N -0.214 1.516 5.370
N 0.631 -1.321 -0.103
H -2.798 2.550 -1.084
S 1.373 3.518 6.289
C -2.041 5.290 -1.989
H -0.583 2.046 7.956
F 1.482 -0.619 -3.349
C 0.391 -0.676 6.186
H -4.186 1.560 -1.597
H -1.453 -0.333 -2.854
C 0.562 -1.571 7.230
C -2.127 0.480 -2.598
H -3.670 -0.281 1.157
H -4.177 -0.704 -1.326
H -1.655 1.421 -2.862
H -2.696 5.907 -0.039
C -1.229 4.353 0.072
C -1.691 -2.906 0.707
C -0.087 0.129 8.802
S 1.178 0.004 1.985
C 1.591 -3.295 -0.977
H 0.887 -2.582 7.022
H -3.061 0.373 -3.161
C -0.965 1.878 3.349
H 0.465 -1.869 9.352
H -2.829 -2.378 2.930
C 1.431 -1.379 0.972
C -0.268 1.031 7.764
H -0.732 -3.212 1.123
C 2.325 -2.432 1.145
S -0.056 3.330 3.656
C -2.107 -1.609 2.624
H -3.711 1.620 0.110
H 0.336 2.948 -2.568
H -2.459 -3.612 1.049
C -2.050 5.244 -0.601
H -2.665 -1.592 -1.409
H -2.412 -0.651 3.031
C 0.460 2.491 0.120
F 0.379 0.623 -1.737
C -0.025 0.617 6.466
C 0.326 -1.170 8.538
F 1.964 1.614 -3.122
H 0.573 -0.963 5.158
H -0.271 0.443 9.820
N -0.961 1.045 4.325
C -0.354 3.567 -2.013
H -4.049 -1.939 0.704
S -1.885 1.584 1.887
N -2.434 0.467 -1.147
H -1.251 4.328 1.154
C -1.179 4.457 -2.689
H -2.682 5.984 -2.517
Mo -0.467 0.534 0.243
H 3.096 -4.212 0.253
C -0.380 3.482 -0.618
C 0.719 -2.235 -1.071
C 0.393 2.727 5.233
F 2.650 0.130 -1.508
C -3.336 1.621 -0.909
H -1.626 -2.969 -0.375
H -1.136 4.508 -3.770
H 1.657 -4.012 -1.781
C -3.180 -0.790 -0.879
H 2.957 -2.460 2.021
N -2.016 -1.548 1.158
B 1.738 0.425 -2.488
C 2.397 -3.391 0.156
C -3.305 -1.137 0.590
H -1.128 -1.855 3.034
H 0.692 2.840 1.125
H 1.403 2.293 -0.391
H 0.093 -2.087 -1.940

HOMO level (spin up / spin down), eV: -7.9932 / -8.0001
Expectation value of S²: 2.025
E_tot, eV: -91681.93674
ΔE to the lowest compared entry with this formula, charge and spin, kcal/mol: 0.1
Charge: 0
Kohn-Sham gap (spin up / spin down), eV: 7.40 / 7.18
Spin multiplicity: 3



Record 5
Density functional theory data (ωB97M-V/def2-TZVPD) for C26H32CaNO5S as an isolated structure in a non-equilibrium geometry.

Geometry (Å):
H -1.498 3.039 -0.801
C 0.821 0.176 -2.003
C 0.253 -2.231 4.972
H 0.504 0.598 -8.990
H 0.912 1.910 -3.347
H -1.276 -2.541 8.556
H 0.643 1.096 -6.670
H 2.410 0.752 3.665
C 0.953 2.305 2.924
C 1.276 -1.859 -6.853
H -1.793 -2.412 4.278
H 0.368 2.530 3.818
C -2.621 -0.285 0.972
C -2.191 0.857 -2.463
C 1.074 -1.894 3.761
H 1.992 2.703 -0.248
H 2.216 -2.164 -6.369
S 2.747 -1.922 5.682
C -0.915 2.888 -1.718
H -0.966 0.336 -6.621
C 1.043 -2.201 6.102
O 3.210 -0.717 6.328
H -2.160 -0.235 -2.549
O -0.198 0.615 -1.012
H 3.393 0.833 1.143
H -2.945 1.122 -1.714
H 0.716 -0.897 -2.200
H -0.590 -0.782 -8.701
H 0.084 3.313 -1.574
C -2.253 1.452 2.440
C -0.839 1.422 -2.084
C 1.475 -1.249 -8.251
C -2.679 1.133 1.124
C 2.544 1.411 1.517
C 0.093 0.157 -6.878
C -2.171 -0.839 2.206
H -1.608 0.147 4.152
H 1.830 0.438 -1.665
C 0.525 -2.331 7.384
C 0.304 -0.257 -8.345
H 0.130 3.759 1.410
O 3.471 -3.155 5.864
C 0.812 2.935 1.652
H -3.081 1.840 0.392
C -1.924 0.242 3.110
O 0.608 -0.878 -6.004
H -2.519 1.280 -3.424
C -0.854 -2.449 7.559
O 0.624 -1.805 2.559
H -2.063 -1.904 2.425
H -2.922 -0.851 0.085
C 2.025 1.368 2.847
H 0.637 -2.760 -6.942
H 2.419 -0.693 -8.276
C -1.138 -2.368 5.147
H 1.208 -2.328 8.220
H 1.478 -1.994 -9.045
H -0.050 0.525 -3.994
Ca 0.172 0.038 1.321
H -2.245 2.453 2.880
C 1.793 2.378 0.778
N 2.342 -1.616 4.086
H -1.419 3.443 -2.522
C 0.262 1.067 -3.099
H -2.764 -2.499 6.570
C -1.684 -2.446 6.433

HOMO level, eV: -4.0415
E_tot, eV: -68484.51633
Charge: -1
Kohn-Sham gap, eV: 6.04



Record 6
Density functional theory data (ωB97M-V/def2-TZVPD) for C26H32ClFeO4 as an isolated structure in a non-equilibrium geometry.

Geometry (Å):
H -0.749 4.842 -3.812
H 1.290 -3.531 -3.520
C 0.385 -1.559 -3.781
C -1.454 0.355 1.503
C 1.844 -2.567 2.603
H -0.106 0.307 -2.756
C -2.105 3.175 -3.196
Fe 0.699 -0.628 0.401
H 0.308 2.720 -4.471
H 2.459 -2.197 -3.722
H -3.590 2.324 -1.921
H -2.223 3.136 -1.057
H 0.052 2.613 0.028
C 1.177 -1.263 4.703
H 2.746 0.605 2.823
C 0.810 -3.680 6.070
C -2.899 3.175 -1.916
C 1.499 -2.486 -3.280
H 0.570 2.375 -2.706
H 3.653 0.135 0.294
H 0.660 -4.614 6.606
H 0.727 -0.880 -4.571
C 1.850 1.321 -0.354
C -0.825 4.037 -3.080
C 1.258 -3.681 4.745
C 1.088 1.695 1.807
H 0.610 -0.303 6.559
O -1.365 1.945 -3.433
C 2.719 0.623 0.558
H 2.596 -2.181 -1.394
H -1.590 1.317 1.991
C -0.132 -0.775 -2.590
O 2.487 -3.543 2.224
C 1.431 -2.478 4.048
C 0.775 -1.246 6.041
H -1.384 -2.993 1.433
O 0.726 -1.117 -1.396
C -1.336 -1.932 1.219
H 1.303 -0.323 4.159
C -1.646 0.074 0.115
H -1.166 -1.045 -2.374
H -0.443 -2.141 -4.192
H -2.435 3.349 -5.347
C -1.200 -0.877 2.171
C -2.998 3.395 -4.410
C -1.635 -1.346 -0.041
H -1.859 0.800 -0.669
C -0.130 2.743 -3.460
C 1.580 -2.353 -1.771
H -3.752 2.597 -4.411
O 1.443 -1.565 1.871
H -1.045 -0.999 3.239
C 0.826 1.958 0.430
Cl 0.002 -2.444 8.328
H 0.547 2.109 2.658
H -3.451 4.118 -1.871
H 1.474 -4.618 4.233
H 1.135 -3.194 -1.230
C 2.252 0.883 1.894
H -0.616 4.343 -2.044
C 0.568 -2.458 6.720
H -1.963 -1.899 -0.929
H 2.048 1.480 -1.417
H -3.500 4.366 -4.353

HOMO level (spin up / spin down), eV: -7.5332 / -7.6073
Expectation value of S²: 8.774
E_tot, eV: -82576.83893
ΔE to the lowest compared entry with this formula, charge and spin, kcal/mol: 15.7
Charge: 0
Kohn-Sham gap (spin up / spin down), eV: 7.89 / 6.84
Spin multiplicity: 6



Record 7
Density functional theory data (ωB97M-V/def2-TZVPD) for C26H32CoN4 as an isolated structure.

Geometry (Å):
H 1.997 -2.697 1.054
C -0.799 4.787 2.045
H -1.380 0.225 2.501
H 1.766 -5.090 -0.027
C 0.951 -4.610 -0.573
C -1.868 -2.743 1.202
H -2.947 -2.803 1.252
Co 0.343 -1.000 -0.283
H -2.788 -0.595 -4.679
H 2.531 2.990 1.390
C -1.609 -0.988 4.251
C 3.652 -1.204 -3.172
H -3.910 -1.477 2.780
H 0.174 3.745 -2.010
N -0.760 -1.173 -2.150
C -2.009 -0.780 -3.962
H -2.886 -1.018 -1.956
N 2.475 -1.104 -3.886
H -1.742 5.289 2.224
N -0.678 -0.829 -4.327
C 0.612 2.248 -0.451
H -2.057 -0.203 4.864
C 0.218 -1.721 1.800
C 2.067 2.047 -0.890
N 1.919 -1.245 -1.755
H 2.324 4.506 3.293
H -3.563 -0.362 1.452
C -2.038 -0.995 -2.618
H -0.023 2.053 -2.508
H 1.397 -4.087 -1.423
H -0.543 -1.019 4.477
C 0.199 -3.647 0.301
H -3.762 0.249 3.095
C 0.005 0.932 0.007
H 2.573 2.991 -1.117
C 1.472 4.350 2.642
C -1.197 -1.768 1.905
C 1.463 -1.151 -2.984
C 0.277 5.005 2.894
C -0.165 2.756 -1.683
H -2.045 -1.944 4.551
H 3.920 -1.317 -0.993
H 2.641 1.516 -0.130
C -1.173 -3.674 0.405
C 3.288 -1.263 -1.862
H 2.400 -1.024 -4.883
H 2.085 1.428 -1.789
H 4.613 -1.199 -3.654
C 0.028 -1.068 -3.194
H 0.295 -5.390 -0.959
H -1.536 3.766 0.328
C -0.677 3.926 0.965
C -1.868 -0.721 2.766
H -1.237 2.807 -1.491
H 0.761 -1.001 2.398
H 0.184 5.676 3.739
H -1.731 -4.423 -0.145
C -3.360 -0.574 2.503
C 0.914 -2.658 1.025
C 1.587 3.490 1.558
C 0.519 3.257 0.693
H -0.317 -0.648 -5.245
H -0.984 1.172 0.438

HOMO level (spin up / spin down), eV: -5.0359 / -6.2474
Expectation value of S²: 3.787
E_tot, eV: -71066.54865
ΔE to the lowest compared entry with this formula, charge and spin, kcal/mol: 0.0
Charge: 0
Kohn-Sham gap (spin up / spin down), eV: 5.07 / 6.27
Spin multiplicity: 4